Record 1
Below is a molecular structure, C4H9NO at a distorted geometry, with properties calculated with ωB97M-V/def2-TZVPD.

As for the HOMO energy: -8.76 eV. The calculation puts the energy relative to the best compared isomer or geometry (same formula, charge and spin) at 6.332 eV. As for the max |F|: 0.066 hartree/bohr. The LUMO energy comes out at 0.671 eV. As for the HOMO-LUMO gap: 9.434 eV. The total energy comes out at -7825.9875 eV.

```
15
C4H9NO ωB97M-V/def2-TZVPD
C -1.327 -0.270 -0.306
C -0.658 0.994 -0.237
O -0.436 1.570 0.845
C 0.595 -0.326 -0.668
C 1.853 -0.158 0.101
N 1.116 -1.401 0.158
H -2.368 0.604 1.698
H -1.835 -0.556 -1.227
H -1.382 -0.974 0.517
H -0.657 1.627 -1.145
H -1.760 1.091 1.840
H 0.697 -0.375 -1.745
H 1.780 0.437 1.002
H 2.803 -0.144 -0.438
H 1.578 -2.119 -0.395
```


Record 2
Below is a molecular structure, C4H9NO at a distorted geometry, with properties calculated with ωB97M-V/def2-TZVPD.

As for the HOMO energy: -9.53 eV. The calculation puts the energy relative to the best compared isomer or geometry (same formula, charge and spin) at 4.647 eV. As for the max |F|: 0.305 hartree/bohr. The LUMO energy comes out at 0.738 eV. As for the HOMO-LUMO gap: 10.270 eV. The total energy comes out at -7827.6729 eV.

```
15
C4H9NO ωB97M-V/def2-TZVPD
C 1.491 -0.516 -0.849
C 0.241 0.231 -0.668
C 0.429 1.871 -0.442
C -0.658 -0.292 0.525
H 1.609 -1.710 -0.933
H 2.274 -0.083 -1.616
H 2.257 -0.060 -0.115
H -0.398 0.070 -1.451
H 1.744 2.186 -0.733
H 0.376 2.115 0.654
H 0.027 2.514 -0.906
H -1.918 -2.292 0.732
H -1.585 -1.537 -0.888
N -1.368 -1.373 0.115
O -0.479 0.081 1.631
```